{
  "formula": "C8H10N2O2S",
  "method": "wB97M-V/def2-TZVPD",
  "species": ["O", "C", "C", "C", "C", "C", "N", "S", "N", "C", "H", "H", "H", "H", "C", "C", "O", "H", "H", "H", "H", "H", "H"],
  "coordinates": [[-1.5937, 1.1576, 2.9545], [-1.3100, 1.5896, 1.6697], [-0.6822, 2.8400, 1.3028], [-0.4705, 3.1654, -0.1604], [-0.8629, 2.3200, -1.2733], [-1.4943, 1.0026, -0.9282], [-1.9649, 0.0070, -1.7972], [-2.5021, -1.1540, -0.7299], [-2.2724, -0.5855, 0.8128], [-1.6997, 0.6556, 0.5442], [-0.7946, 1.1119, 3.5078], [-0.3614, 3.5626, 2.0901], [0.0213, 4.1431, -0.4117], [-0.7114, 2.6106, -2.3468], [1.6540, -3.2423, -0.1106], [2.3209, -1.9845, -0.6345], [1.8725, -1.6960, -1.9544], [1.8730, -4.0918, -0.7610], [1.9971, -3.4744, 0.9000], [0.5667, -3.1246, -0.0945], [3.4037, -2.1126, -0.6700], [2.0952, -1.1270, 0.0086], [0.9156, -1.5732, -1.9179]],
  "atomic_forces_ev_per_a": [[0.48, 0.34, -0.80], [1.06, 1.20, -2.27], [-1.04, -2.20, -1.11], [-0.78, -1.54, -0.77], [-0.03, -0.04, 2.59], [-0.19, 0.26, 0.87], [0.70, 1.00, 4.05], [-0.09, 0.04, -0.09], [1.20, 2.43, -3.48], [0.12, 0.39, 0.53], [-0.32, 0.23, -0.43], [-0.33, -0.72, -0.84], [-0.59, -1.12, 0.38], [-0.12, -0.31, 1.38], [0.04, -0.09, 0.06], [-0.45, -0.05, -0.06], [0.12, 0.05, -0.09], [0.08, 0.06, 0.04], [-0.07, -0.02, -0.01], [0.03, 0.05, 0.11], [-0.06, 0.08, -0.15], [0.12, -0.05, 0.15], [0.13, 0.01, -0.05]],
  "multiplicity": 1,
  "homo_lumo_gap_ev": 7.93
}

{
  "formula": "C2H3NO2S",
  "method": "wB97M-V/def2-TZVPD",
  "species": ["O", "C", "O", "C", "N", "S", "H", "H", "H"],
  "coordinates": [[1.5279, 1.3541, 0.0241], [1.1809, 0.2131, 0.0151], [1.9664, -0.8600, -0.1894], [-0.2082, -0.3462, 0.2151], [-1.0934, 0.5164, -0.0640], [-2.7487, -0.0566, -0.0482], [2.9262, -0.6180, -0.1286], [-0.2862, -1.3702, 0.5272], [-3.2648, 1.1675, -0.3514]],
  "atomic_forces_ev_per_a": [[0.09, -0.11, 0.03], [-0.16, -0.67, 0.29], [1.73, -0.05, 0.27], [0.49, 1.97, -0.45], [-1.67, -1.08, 0.01], [0.79, 1.02, -0.02], [-1.11, -0.01, -0.29], [-0.36, -0.49, 0.00], [0.21, -0.58, 0.15]],
  "smiles": "O=C(O)/C=N/S",
  "multiplicity": 1,
  "homo_lumo_gap_ev": 9.73
}

{
  "formula": "C8H21N4O",
  "method": "wB97M-V/def2-TZVPD",
  "species": ["C", "C", "C", "C", "C", "C", "C", "C", "N", "N", "N", "N", "O", "H", "H", "H", "H", "H", "H", "H", "H", "H", "H", "H", "H", "H", "H", "H", "H", "H", "H", "H", "H", "H"],
  "coordinates": [[-2.9101, -0.5274, 0.5763], [-0.4550, 1.2721, -2.2130], [1.8430, -1.6944, 0.7745], [1.1300, -1.9332, -1.5169], [0.1949, 0.5559, 1.9570], [1.0639, 2.4340, 0.8562], [0.9772, 0.9539, -1.6822], [1.0153, 0.2676, -0.3716], [-3.9716, -0.3994, -0.2660], [-1.7422, -1.0359, 0.4863], [1.2246, -1.0564, -0.3629], [0.7379, 1.0208, 0.6901], [-3.3148, 0.0872, 1.6962], [-0.6411, 0.7945, -3.2228], [-0.6266, 2.3170, -2.4180], [-1.2223, 0.9795, -1.4464], [2.7243, -2.3492, 0.3952], [2.2150, -1.0548, 1.5949], [1.1381, -2.4839, 1.1513], [0.5941, -1.5220, -2.4307], [2.0621, -2.1521, -2.0211], [0.7589, -2.8665, -1.1495], [-0.5166, -0.3016, 1.7510], [0.9557, -0.0126, 2.6185], [-0.1620, 1.3290, 2.5889], [0.1266, 2.9403, 0.7179], [1.5270, 2.5063, 1.7956], [1.6823, 2.7177, -0.0309], [1.5240, 0.3044, -2.4114], [1.3706, 2.0250, -1.7086], [-4.1808, -0.8372, -1.1491], [-4.7096, 0.1239, 0.1589], [-1.5626, -1.6238, -0.3662], [-2.7631, 0.0207, 2.5084]],
  "atomic_forces_ev_per_a": [[-0.19, -0.39, -0.23], [-1.17, -1.37, -0.28], [0.83, -2.96, 0.44], [-0.30, 0.89, -1.99], [1.26, -4.55, 0.96], [-0.08, -0.39, -3.79], [0.37, 1.34, -2.10], [-0.49, 0.47, -0.26], [0.03, -0.01, -0.38], [-0.13, -1.40, -1.34], [0.49, 1.73, 0.42], [0.33, -0.96, 1.25], [0.23, 0.78, 1.75], [0.05, 0.12, 1.37], [0.29, 0.44, 0.20], [0.50, 0.00, -0.95], [-1.18, 1.39, 0.49], [-0.41, -0.19, -0.87], [0.48, 0.88, 0.17], [-0.28, -0.42, 1.75], [0.93, 0.01, 0.60], [-0.66, -0.56, -0.13], [0.37, 1.49, 0.17], [-0.65, 1.28, -0.94], [-0.61, 0.90, -0.03], [-0.30, 0.81, 0.61], [0.65, 0.73, 0.99], [-0.06, 0.19, 1.34], [-0.27, 1.06, 0.53], [0.48, -1.92, 0.47], [0.68, -0.12, 0.24], [-0.45, 0.00, -0.10], [-0.64, 1.05, 0.96], [-0.11, -0.31, -1.33]],
  "multiplicity": 1,
  "homo_lumo_gap_ev": 9.86,
  "total_charge": 1
}

{
  "formula": "CH2F2N2",
  "method": "wB97M-V/def2-TZVPD",
  "species": ["C", "N", "N", "F", "F", "H", "H"],
  "coordinates": [[-1.0114, -0.5610, 0.1384], [1.0709, 1.0626, -0.1730], [1.3537, 2.0741, -0.6829], [-0.2313, -1.1515, 1.0588], [-0.7695, -1.1419, -1.0809], [-2.1001, -0.4454, 0.4937], [1.6877, 0.1631, 0.2460]],
  "atomic_forces_ev_per_a": [[-0.61, -0.40, -0.26], [0.15, 0.21, -0.15], [0.26, -2.32, 1.15], [-0.29, 0.16, -0.32], [-0.70, 0.64, 1.49], [1.64, -0.40, -0.92], [-0.45, 2.11, -0.99]],
  "multiplicity": 1,
  "homo_lumo_gap_ev": [9.29, 8.40]
}

{
  "formula": "C8H10",
  "method": "wB97M-V/def2-TZVPD",
  "species": ["C", "C", "C", "C", "C", "C", "C", "C", "H", "H", "H", "H", "H", "H", "H", "H", "H", "H"],
  "coordinates": [[1.8644, 1.6752, -0.1193], [1.0498, 0.7301, -0.2900], [-0.1004, 0.6807, -1.3913], [-1.0521, -0.3260, -0.4880], [-1.9032, -1.2370, -0.9355], [-0.7541, -0.0607, 0.9555], [0.1597, -0.9894, 1.8434], [0.6996, -0.5142, 0.5210], [2.6968, 1.7435, 0.6162], [1.9783, 2.6622, -0.5902], [0.2582, 0.0252, -2.1382], [-0.3865, 1.7525, -1.6213], [-1.4546, -1.6575, -2.1002], [-2.7525, -1.8237, -0.2989], [-0.7470, 1.0691, 1.2982], [-0.1843, -2.0854, 2.0288], [0.4901, -0.2420, 2.6928], [0.3201, -1.1963, -0.4622]],
  "atomic_forces_ev_per_a": [[4.83, 4.53, 1.63], [-2.90, -3.12, -0.87], [0.20, -0.35, 4.01], [-2.28, 2.70, 0.03], [-0.48, -2.96, -2.91], [0.90, 1.45, 0.44], [-0.88, 1.72, 0.24], [-0.54, -0.80, -2.58], [-0.86, -0.98, 0.04], [-0.96, -0.71, -0.82], [0.27, 0.05, -1.63], [-0.24, -1.73, -0.16], [-2.38, 1.08, 3.30], [2.61, 1.41, -1.73], [-0.03, -2.49, -0.73], [1.22, 2.14, -0.26], [-0.66, -2.35, -1.25], [2.19, 0.39, 3.27]],
  "multiplicity": 1,
  "homo_lumo_gap_ev": 9.15
}

{
  "formula": "C5H12NO",
  "method": "wB97M-V/def2-TZVPD",
  "species": ["C", "C", "C", "C", "C", "N", "H", "H", "H", "H", "H", "H", "H", "H", "H", "H", "H", "H", "O"],
  "coordinates": [[-0.7380, -1.6584, -1.0090], [-0.3891, -1.0655, 0.2683], [1.0540, -0.3980, 0.2191], [2.0426, -0.8313, -0.7058], [0.2000, 1.7354, 1.3944], [1.1152, 0.8268, 1.0573], [-0.1241, -1.3085, -1.7958], [-0.7063, -2.7708, -0.9396], [-1.8161, -1.5292, -1.1779], [-1.1747, -0.3101, 0.3455], [-0.3469, -1.6211, 1.2573], [1.9941, -1.6828, -1.3235], [2.8916, -0.1761, -0.5937], [0.4233, 2.4760, 2.1153], [-0.7630, 1.3921, 1.0415], [2.1184, 1.3168, 1.0053], [-1.7644, 1.2964, -1.5411], [-3.1100, 1.5796, -0.9774], [-2.3056, 1.1071, -0.7274]],
  "atomic_forces_ev_per_a": [[-1.83, -3.83, -0.23], [2.24, 2.34, 2.84], [-1.51, -1.49, -2.64], [-2.26, 3.99, 5.17], [0.71, -5.03, -1.26], [3.48, 3.39, -1.59], [0.19, 0.28, -0.99], [0.55, 0.58, -0.45], [0.44, 0.40, -0.40], [0.56, 0.31, 0.82], [-0.55, -0.06, -1.46], [-0.20, -0.70, -0.47], [0.79, -0.42, -0.74], [0.38, 1.11, 0.04], [-0.72, 0.78, 0.48], [-2.22, -1.84, 0.98], [-0.49, -0.50, 1.13], [-0.29, -0.11, 0.42], [0.72, 0.82, -1.63]],
  "multiplicity": 1,
  "homo_lumo_gap_ev": 8.29,
  "total_charge": 1
}